1.
ORCA calculation (ωB97M-V with the def2-TZVPD basis set) on 2 unconnected molecules or ions with the total composition C6H17N2 at a distorted geometry.

Structure (XYZ):
```
25
C6H17N2 | the Open Molecules 2025 dataset | ωB97M-V with the def2-TZVPD basis set
N 0.47679 1.19521 -0.47800
C 1.88599 1.12931 -0.78852
C 2.48616 2.53326 -0.75658
C 2.70400 0.30785 0.25268
N -0.52166 -1.21271 -0.31808
C -1.92354 -1.38129 -0.56294
C -2.73503 -1.96582 0.62929
C -2.67570 -1.00560 1.84675
H 0.05387 0.01887 -0.54431
H 0.02255 1.71094 -1.33128
H 0.07471 -1.89117 -0.81187
H 2.07332 0.57458 -1.74671
H 2.20216 3.06387 0.20906
H 2.14025 3.19129 -1.69043
H 3.56831 2.61161 -0.86083
H 3.77032 0.40084 0.04691
H 2.66914 0.81685 1.29654
H 2.36456 -0.73984 0.34902
H -2.16974 -1.92463 -1.52496
H -2.34344 -0.24047 -0.72786
H -3.87142 -2.13634 0.43347
H -2.20613 -2.92185 0.79235
H -3.30513 -0.05633 1.71858
H -1.71570 -0.52492 1.84330
H -3.02462 -1.55352 2.72442
```

Values from the calculation:
Frontier orbital gap in eV: 5.956
Total charge: +1
E_HOMO in eV: -14.408
ΔE to the lowest compared entry with this formula, charge and spin in kJ/mol: 665.28

Löwdin atomic charge list, values in e, 5 entries: N 0.157; C -0.523; C -0.076; C -0.073; N 0.165

***

2.
ORCA calculation (ωB97M-V with the def2-TZVPD basis set) on 2 unconnected molecules or ions with the total composition CH5NO at a distorted geometry.

Structure (XYZ):
```
8
CH5NO | the Open Molecules 2025 dataset | ωB97M-V with the def2-TZVPD basis set
N -2.82527 -0.20697 -1.40905
H -2.78225 -1.16476 -1.07571
H -1.91619 0.05892 -1.81091
H -3.13026 0.41629 -0.66700
O 3.04635 -0.56090 2.03691
C 2.65601 0.21541 1.24815
H 1.59300 0.32025 0.94260
H 3.35861 0.92177 0.73503
```

Values from the calculation:
Spin multiplicity: 2
Frontier orbital gap (spin up / spin down) in eV: 12.231 / 2.272
Expectation value of S²: 0.76
Total charge: +1
E_HOMO (spin up / spin down) in eV: -16.320 / -13.084
ΔE to the lowest compared entry with this formula, charge and spin in kJ/mol: 166.66

Löwdin atomic charge list, values in e, 5 entries: N 0.286; H 0.091; H 0.098; H 0.093; O 0.188

***

3.
ORCA calculation (ωB97M-V with the def2-TZVPD basis set) on C4H6F2 in the gas phase at a distorted geometry.

Structure (XYZ):
```
12
C4H6F2 | the Open Molecules 2025 dataset | ωB97M-V with the def2-TZVPD basis set
C 0.59745 0.58187 1.70859
C -0.11834 -0.24376 1.00876
C 0.33849 -0.46541 -0.41111
F 0.58929 -1.82983 -0.67256
C -0.69607 -0.01863 -1.44068
F -0.85939 1.38362 -1.31567
H 0.41729 0.78174 2.75294
H 1.42249 1.16407 1.26262
H -1.00119 -0.75822 1.40486
H 1.25262 0.13207 -0.54785
H -1.64682 -0.50104 -1.28579
H -0.29584 -0.22648 -2.46412
```

Values from the calculation:
Frontier orbital gap in eV: 11.797
SMILES: C=C[C@@H](F)CF
E_HOMO in eV: -10.607
ΔE to the lowest compared entry with this formula, charge and spin in kJ/mol: 55.69

Löwdin atomic charge list, values in e, 5 entries: C 0.015; C -0.124; C -0.326; F -0.026; C -0.129

***

4.
ORCA calculation (ωB97M-V with the def2-TZVPD basis set) on 3 unconnected molecules or ions with the total composition C41H77N4O14 at a distorted geometry.

Structure (XYZ):
```
136
C41H77N4O14 | the Open Molecules 2025 dataset | ωB97M-V with the def2-TZVPD basis set
C 0.26492 -7.80759 2.14445
C 0.30767 -6.64068 1.02020
O 1.34531 -6.05283 0.65381
O -0.95359 -6.28556 0.45289
C -1.31410 -7.16709 -0.65159
C -1.26642 -6.23963 -1.99195
C -2.50855 -5.23519 -1.87654
C -2.39208 -3.96078 -2.88816
C -3.84559 -3.28950 -2.94994
C -3.91329 -1.70975 -2.73893
N -3.66716 -1.20012 -1.35099
C -4.54247 -1.86773 -0.29778
C -6.09429 -1.47949 -0.41927
C -6.93147 -2.85927 -0.18710
C -8.51479 -2.68087 -0.34453
C -8.87217 -2.74659 -1.91509
N -10.29874 -2.32566 -2.09977
C -4.09216 -1.44553 1.21610
O -3.30285 -2.57792 1.72687
N -3.35726 -0.16566 1.20665
C -3.26924 0.49468 2.52673
O -3.61459 -0.36487 3.66562
C -4.48478 0.29157 4.57811
C -5.75548 -0.56338 5.09250
O -4.32584 1.44197 5.04064
C -2.05501 -0.34429 0.51948
O -1.36793 0.92333 0.40175
C -0.13103 0.93460 1.10576
O 0.00038 1.81368 2.00204
C 1.11359 -0.00808 0.83787
C 2.16240 0.52122 -0.20662
C 3.42460 -0.25461 -0.63560
C 3.67624 -1.63873 0.01081
C 2.65760 -2.15165 1.06677
C 1.37862 -1.38647 1.49950
C -2.23942 -1.10076 -0.91665
C -1.21712 -0.45830 -1.95750
C -1.70272 0.86371 -2.71799
O -1.79808 0.75891 -4.15770
C -0.74583 2.16033 -2.46101
N 0.67585 1.93175 -2.84486
H -0.30414 -8.67383 1.64935
H -0.41108 -7.38647 2.97883
H 1.30884 -8.08151 2.49997
H -0.65353 -8.08952 -0.75518
H -2.43396 -7.42417 -0.51813
H -1.43613 -6.94074 -2.89175
H -0.27161 -5.66218 -2.07516
H -2.56917 -4.76196 -0.81993
H -3.51954 -5.78523 -2.00338
H -2.11471 -4.32068 -3.94795
H -1.55142 -3.30430 -2.49522
H -4.55710 -3.89406 -2.26717
H -4.25109 -3.48704 -4.01632
H -3.29079 -1.22830 -3.56048
H -5.00421 -1.41018 -2.99036
H -4.02157 -0.21316 -1.35381
H -4.47190 -3.00265 -0.30646
H -6.40436 -0.99648 -1.40412
H -6.46306 -0.76164 0.41008
H -6.60276 -3.32168 0.81624
H -6.52997 -3.58371 -0.99533
H -8.94920 -1.77756 0.19854
H -8.99567 -3.62088 0.13045
H -8.11721 -2.09020 -2.46991
H -8.75120 -3.82757 -2.30460
H -10.58934 -1.82165 -1.23770
H -10.27816 -1.60312 -2.83777
H -5.04545 -1.44314 1.85777
H -3.60661 -2.74190 2.64940
H -2.27765 0.99141 2.78000
H -4.05706 1.34256 2.53212
H -6.07053 -1.28382 4.25580
H -6.65048 0.09159 5.34326
H -5.40340 -1.21147 5.97011
H -1.36588 -1.01194 1.16915
H 1.98433 1.54255 -0.68134
H 4.09740 0.22622 -1.43604
H 4.59805 -2.21455 -0.32616
H 2.84678 -3.17825 1.52284
H 0.61821 -1.76933 2.25499
H -1.88856 -2.18268 -0.70276
H -1.02750 -1.25746 -2.77605
H -0.16829 -0.26334 -1.51215
H -2.74168 1.18771 -2.33892
H -1.67690 -0.15804 -4.47809
H -1.14975 2.94846 -3.20741
H -0.88899 2.62005 -1.42849
H 0.92291 0.93501 -2.90591
H 0.87065 2.29659 -3.79817
C 7.52317 5.43933 -4.73317
O 7.86948 4.30886 -3.95591
C 6.80782 3.87685 -3.11174
C 6.89668 2.37944 -2.85479
O 6.45851 1.58050 -3.95705
C 7.31422 1.55431 -5.10230
C 8.59900 0.76203 -4.88705
O 9.52391 1.51087 -4.10549
C 10.37696 0.68345 -3.33640
H 7.35831 6.30950 -4.09240
H 8.35117 5.64966 -5.41118
H 6.63186 5.23731 -5.33582
H 5.83544 4.11247 -3.56400
H 6.89921 4.42201 -2.16475
H 6.21173 2.14021 -2.03535
H 7.89258 2.08199 -2.52528
H 7.51305 2.56252 -5.46803
H 6.73645 1.04820 -5.88195
H 9.07188 0.56321 -5.85527
H 8.35897 -0.19089 -4.40135
H 9.79140 0.02596 -2.68479
H 10.99311 1.32597 -2.70451
H 11.02754 0.09238 -3.98701
C 0.95724 4.70372 2.58800
O 1.19114 5.20429 3.89009
C 0.78016 4.29660 4.90780
C 1.61965 4.47601 6.16447
O 2.92771 3.90715 6.06816
C 3.85269 4.58191 5.21289
C 4.34517 5.91170 5.77341
O 3.34654 6.91675 5.62960
C 3.42276 7.90360 6.64144
H -0.11562 4.60502 2.40258
H 1.37780 5.41224 1.87250
H 1.45670 3.74092 2.44784
H 0.86583 3.25983 4.55685
H -0.27235 4.50892 5.13107
H 1.12733 3.93010 6.97484
H 1.66715 5.52008 6.47535
H 3.45079 4.68803 4.20422
H 4.71492 3.91220 5.13606
H 5.22635 6.24104 5.21131
H 4.61847 5.78075 6.82668
H 3.34462 7.44559 7.63320
H 2.57900 8.58479 6.51499
H 4.35474 8.46957 6.55655
```

Values from the calculation:
Frontier orbital gap in eV: 7.864
Total charge: +1
E_HOMO in eV: -10.084

Löwdin atomic charge list, values in e, 5 entries: C 0.011; C -0.416; O 0.066; O -0.115; C -0.176

***

5.
ORCA calculation (ωB97M-V with the def2-TZVPD basis set) on a gas-phase ion, C9H18NO3S (charge +1) at a distorted geometry.

Structure (XYZ):
```
32
C9H18NO3S | the Open Molecules 2025 dataset | ωB97M-V with the def2-TZVPD basis set
C -3.90202 -0.93637 0.29665
C -3.21228 -0.06508 -0.84301
C -1.84650 -0.68099 -1.30423
C -0.83785 -0.94480 -0.18700
O -0.69488 -1.86722 0.55614
O 0.20759 -0.06647 -0.23990
C 1.22426 -0.15653 0.65694
C 0.71910 0.03262 2.08121
C 2.08820 -1.47203 0.39204
O 2.65867 -1.45220 -0.89391
C 3.85579 -0.99686 -0.95838
S 4.74157 0.00952 0.03754
N 2.03363 1.03756 0.32307
C 2.03889 1.50978 -1.07152
H -3.13160 -1.32470 1.01576
H -4.65857 -0.41545 0.75430
H -4.32189 -1.86666 -0.17724
H -3.08314 1.02989 -0.61790
H -3.88991 -0.13525 -1.63964
H -1.21090 -0.06640 -2.01030
H -2.03346 -1.59304 -1.84809
H -0.19805 -0.52830 2.19827
H 0.53937 1.07832 2.41482
H 1.47588 -0.52626 2.75960
H 2.89392 -1.41829 1.06247
H 1.57246 -2.41406 0.45770
H 4.30542 -1.37460 -1.85633
H 1.77480 1.85332 0.92638
H 3.08796 0.84495 0.60524
H 2.07451 0.74564 -1.87586
H 1.28352 2.12785 -1.49840
H 2.83155 2.16410 -1.38598
```

Values from the calculation:
Frontier orbital gap in eV: 9.571
SMILES: CCCC(=O)O[C@@](C)(COC=S)[NH2+]C
Total charge: +1
E_HOMO in eV: -13.426

Löwdin atomic charge list, values in e, 5 entries: C -0.066; C -0.190; C -0.071; C -0.419; O 0.127